Entry 1:
Computed, not measured: a molecular structure, C54H48N6O3PS3Ti at a distorted geometry, with ωB97M-V/def2-TZVPD.

```
! RIJCOSX wB97M-V def2-TZVPD def2/J DEFGRID3
* xyz 1 1
Ti 0.825 0.383 -0.039
O -2.193 6.050 6.879
C -1.762 4.772 6.852
O -1.945 4.042 7.782
C -1.049 4.329 5.608
C -0.074 3.345 5.745
C 0.588 2.871 4.628
C 0.274 3.380 3.371
C -0.709 4.350 3.221
C -1.365 4.825 4.348
N 0.975 2.831 2.273
C 1.265 3.589 1.300
C 2.119 3.076 0.203
C 2.785 3.965 -0.622
C 3.874 3.498 -1.360
C 4.285 2.187 -1.196
C 3.505 1.332 -0.425
N 2.396 1.749 0.199
H -1.879 6.532 6.105
H 0.136 2.949 6.728
H 1.348 2.107 4.709
H -1.003 4.699 2.238
H -2.157 5.554 4.223
H 1.069 4.664 1.285
H 2.507 5.010 -0.630
H 4.417 4.171 -2.009
H 5.170 1.800 -1.679
H 3.745 0.282 -0.319
O -1.078 4.336 -0.508
N -1.562 3.070 -0.886
C -2.669 2.840 -0.319
C -3.495 1.654 -0.576
C -4.832 1.801 -0.201
C -5.773 0.827 -0.490
C -5.379 -0.309 -1.177
C -4.049 -0.478 -1.531
C -3.085 0.470 -1.214
P -1.357 0.136 -1.725
C -1.429 0.679 -3.478
C -1.838 -0.155 -4.517
C -1.934 0.325 -5.814
C -1.647 1.652 -6.092
C -1.282 2.502 -5.061
C -1.172 2.021 -3.767
C -1.289 -1.697 -1.764
C -1.826 -2.417 -0.692
C -1.798 -3.801 -0.679
C -1.260 -4.498 -1.749
C -0.720 -3.796 -2.815
C -0.707 -2.408 -2.813
H -0.367 4.481 -1.138
H -3.097 3.609 0.324
H -5.137 2.710 0.302
H -6.804 0.966 -0.197
H -6.099 -1.074 -1.432
H -3.763 -1.386 -2.047
H -2.112 -1.183 -4.325
H -2.245 -0.342 -6.607
H -1.725 2.025 -7.104
H -1.082 3.546 -5.263
H -0.894 2.692 -2.972
H -2.286 -1.897 0.136
H -2.216 -4.334 0.165
H -1.259 -5.579 -1.753
H -0.308 -4.335 -3.657
H -0.237 -1.885 -3.636
C -2.906 0.734 3.257
C -1.611 1.238 2.628
S -1.162 0.132 1.262
C 1.451 -0.849 3.169
C 0.587 -1.916 3.839
S -0.402 -2.917 2.687
C -1.913 -3.173 3.651
C -3.007 -2.119 3.498
S -2.680 -0.601 4.453
H -3.615 0.414 2.491
H -3.377 1.548 3.813
H -0.824 1.251 3.380
H -1.746 2.254 2.250
H 2.135 -0.468 3.935
H 0.826 -0.008 2.873
H -0.109 -1.402 4.498
H 1.201 -2.582 4.446
H -1.652 -3.313 4.702
H -2.303 -4.132 3.300
H -3.949 -2.533 3.860
H -3.132 -1.852 2.449
N 5.822 -7.445 -4.476
C 5.256 -6.585 -3.969
C 4.545 -5.507 -3.338
C 5.051 -4.922 -2.181
C 4.360 -3.884 -1.581
C 3.158 -3.418 -2.112
C 2.681 -3.998 -3.287
C 3.359 -5.038 -3.896
C 2.447 -2.270 -1.487
C 2.221 -1.122 -2.337
C 2.735 -0.862 -3.597
C 2.409 0.474 -3.909
C 1.714 0.972 -2.836
N 1.560 0.002 -1.872
C 2.225 -2.243 -0.146
C 2.616 -3.273 0.819
C 2.705 -2.735 2.026
C 2.321 -1.289 1.992
N 1.809 -1.104 0.589
H 5.984 -5.274 -1.764
H 4.770 -3.418 -0.694
H 1.775 -3.620 -3.734
H 2.978 -5.488 -4.802
H 3.297 -1.548 -4.205
H 2.658 1.012 -4.809
H 1.326 1.969 -2.692
H 2.818 -4.297 0.548
H 3.017 -3.229 2.933
H 3.238 -0.679 2.029
*
```

Calculated values
ΔE to the lowest compared entry with this formula, charge and spin ... 0.958 eV
Electronic energy ... -136763.8430 eV
E_LUMO (alpha / beta) ... -4.1 / -4.1 eV
Frontier orbital gap (alpha / beta) ... 5.259 / 5.261 eV

Results of the Mulliken charge analysis, in e, for atoms 1 through 6: -1.9872, -0.4725, 0.5791, -0.5266, 0.6902, -1.0958

***

Entry 2:
Computed, not measured: a molecular structure, C54H49N8OP2S3V at a distorted geometry, with ωB97M-V/def2-TZVPD.

```
! RIJCOSX wB97M-V def2-TZVPD def2/J DEFGRID3
* xyz 2 3
V 0.451 -0.100 -0.569
O 1.100 -0.504 2.667
S 0.072 -0.721 1.645
C -1.486 -0.030 2.209
C -1.690 0.194 3.558
C -2.959 0.541 3.993
C -4.001 0.635 3.079
C -3.770 0.449 1.725
C -2.494 0.139 1.266
P -2.053 0.043 -0.513
C -3.213 -1.256 -1.080
C -3.527 -2.327 -0.246
C -4.428 -3.296 -0.662
C -5.007 -3.218 -1.918
C -4.662 -2.181 -2.775
C -3.768 -1.208 -2.361
C -2.824 1.531 -1.281
C -4.204 1.721 -1.364
C -4.718 2.868 -1.947
C -3.870 3.838 -2.465
C -2.497 3.650 -2.405
C -1.980 2.507 -1.820
C -0.400 -2.444 1.858
C -0.776 -2.910 3.109
C -1.021 -4.261 3.276
C -0.894 -5.125 2.194
C -0.506 -4.651 0.952
C -0.233 -3.295 0.778
P 0.487 -2.558 -0.735
C 2.233 -3.091 -0.557
C 2.853 -2.914 0.681
C 4.200 -3.190 0.835
C 4.949 -3.638 -0.245
C 4.341 -3.812 -1.478
C 2.990 -3.538 -1.638
C -0.188 -3.635 -2.045
C 0.238 -4.960 -2.173
C -0.371 -5.800 -3.092
C -1.410 -5.334 -3.884
C -1.822 -4.014 -3.776
C -1.207 -3.168 -2.867
H -0.855 0.121 4.245
H -3.136 0.727 5.044
H -4.998 0.874 3.424
H -4.586 0.553 1.024
H -3.078 -2.396 0.739
H -4.684 -4.111 0.003
H -5.734 -3.957 -2.229
H -5.095 -2.125 -3.765
H -3.518 -0.398 -3.033
H -4.890 0.971 -0.995
H -5.790 3.006 -1.994
H -4.279 4.730 -2.919
H -1.825 4.398 -2.808
H -0.903 2.373 -1.784
H -0.864 -2.229 3.944
H -1.305 -4.642 4.247
H -1.084 -6.182 2.325
H -0.408 -5.339 0.127
H 2.283 -2.559 1.532
H 4.670 -3.058 1.801
H 6.001 -3.857 -0.123
H 4.918 -4.163 -2.323
H 2.534 -3.679 -2.609
H 1.048 -5.336 -1.563
H -0.030 -6.822 -3.188
H -1.894 -5.999 -4.587
H -2.624 -3.642 -4.401
H -1.518 -2.138 -2.800
S 2.619 0.058 -1.193
C 3.167 1.005 0.144
N 4.467 1.248 0.195
N 5.082 1.769 1.191
C 4.747 1.904 2.557
C 5.484 2.829 3.296
C 5.305 2.926 4.664
C 4.404 2.088 5.306
C 3.667 1.172 4.565
C 3.826 1.077 3.195
N 2.295 1.588 0.959
N 1.040 1.525 0.684
C 0.330 2.365 1.608
C -0.891 2.932 1.270
C -1.559 3.766 2.149
C -1.023 4.049 3.394
C 0.191 3.474 3.751
C 0.866 2.649 2.873
H 6.029 2.031 0.953
H 6.190 3.477 2.790
H 5.879 3.646 5.230
H 4.280 2.140 6.379
H 2.961 0.509 5.049
H 3.243 0.357 2.641
H -1.312 2.752 0.301
H -2.506 4.200 1.849
H -1.535 4.711 4.079
H 0.614 3.669 4.729
H 1.803 2.200 3.161
C 0.660 5.594 -0.272
N 1.518 5.897 -1.401
C 1.992 4.981 -2.261
N 2.814 5.434 -3.224
S 1.618 3.342 -2.181
H 0.062 6.470 -0.031
H 1.238 5.294 0.606
H 0.002 4.773 -0.540
H 1.832 6.849 -1.496
H 3.054 6.406 -3.322
H 3.172 4.780 -3.894
N -0.324 -0.111 -4.816
C 0.763 -0.943 -4.785
C 1.100 -1.055 -3.476
N 0.234 -0.301 -2.704
C -0.610 0.255 -3.557
H -0.805 0.201 -5.642
H 1.206 -1.365 -5.669
H 1.925 -1.601 -3.057
H -1.414 0.924 -3.310
*
```

Calculated values
ΔE to the lowest compared entry with this formula, charge and spin ... 0.726 eV
Electronic energy ... -147520.6376 eV
E_LUMO (alpha / beta) ... -6.0 / -5.9 eV
Frontier orbital gap (alpha / beta) ... 6.105 / 6.134 eV

Results of the Mulliken charge analysis, in e, for atoms 1 through 6: -0.4999, -0.6615, 0.9221, 0.1449, -0.2265, -1.4242

***

Entry 3:
Computed, not measured: 8 unconnected molecules or ions with the total composition C54H50BNO36 at a distorted geometry, with ωB97M-V/def2-TZVPD.

```
! RIJCOSX wB97M-V def2-TZVPD def2/J DEFGRID3
* xyz 0 1
C -3.434 1.751 -3.759
C -3.479 0.268 -3.969
O -3.460 -0.287 -5.048
O -3.571 -0.388 -2.797
C -3.698 -1.815 -2.852
C -3.215 -2.382 -1.518
C -3.825 -3.752 -1.243
C -3.545 -4.249 0.172
N -2.105 -4.159 0.474
C -1.331 -5.272 -0.169
B -0.107 -4.810 -1.055
O 0.781 -5.799 -1.433
O 0.105 -3.488 -1.378
C -1.886 -4.195 1.860
O -2.630 -4.647 2.703
O -0.674 -3.678 2.133
C -0.397 -3.406 3.517
C 1.045 -2.957 3.605
O 1.127 -1.544 3.389
C 1.692 -1.052 2.259
C 3.005 -1.627 1.808
O 1.184 -0.110 1.712
H -4.463 2.102 -3.644
H -2.987 2.226 -4.629
H -2.898 2.001 -2.844
H -4.750 -2.066 -3.014
H -3.101 -2.205 -3.675
H -3.473 -1.670 -0.732
H -2.131 -2.483 -1.568
H -4.914 -3.690 -1.352
H -3.491 -4.472 -1.998
H -4.090 -3.613 0.870
H -3.890 -5.283 0.279
H -0.926 -5.926 0.610
H -2.013 -5.863 -0.784
H 1.102 -5.722 -2.337
H 0.254 -3.307 -2.311
H -1.072 -2.629 3.873
H -0.526 -4.325 4.094
H 1.603 -3.525 2.863
H 1.411 -3.172 4.609
H 3.813 -1.273 2.447
H 3.027 -2.715 1.791
H 3.173 -1.276 0.793
O 6.991 -7.921 1.775
C 6.765 -6.734 1.631
C 6.771 -5.769 2.714
C 6.496 -4.485 2.450
O 6.475 -3.530 3.372
C 6.181 -4.000 1.058
O 5.937 -2.813 0.926
C 6.201 -4.956 -0.028
C 6.476 -6.243 0.230
O 6.515 -7.170 -0.713
H 6.993 -6.123 3.710
H 6.257 -2.704 2.898
H 5.992 -4.596 -1.026
H 6.745 -8.014 -0.280
O -9.220 5.953 -0.373
C -8.507 5.361 -1.164
C -8.229 3.944 -1.116
C -7.420 3.406 -2.041
O -7.117 2.119 -2.078
C -6.782 4.237 -3.131
O -6.044 3.665 -3.913
C -7.079 5.653 -3.188
C -7.891 6.189 -2.265
O -8.221 7.470 -2.228
H -8.690 3.360 -0.332
H -6.524 1.989 -2.840
H -6.628 6.237 -3.977
H -8.807 7.585 -1.455
O 2.155 -4.953 9.089
C 3.035 -5.387 8.371
C 4.122 -6.236 8.817
C 5.043 -6.643 7.932
O 6.072 -7.416 8.241
C 4.986 -6.243 6.479
O 5.874 -6.643 5.750
C 3.889 -5.411 6.028
C 2.970 -5.007 6.912
O 1.933 -4.246 6.591
H 4.155 -6.514 9.861
H 6.577 -7.551 7.417
H 3.855 -5.141 4.981
H 1.428 -4.103 7.417
O -0.690 4.199 -2.720
C 0.300 3.707 -3.229
C 1.048 2.598 -2.673
C 2.132 2.153 -3.325
O 2.884 1.148 -2.904
C 2.604 2.771 -4.619
O 3.608 2.302 -5.120
C 1.843 3.868 -5.185
C 0.759 4.308 -4.535
O -0.005 5.305 -4.965
H 0.706 2.163 -1.744
H 3.599 1.049 -3.562
H 2.180 4.297 -6.118
H -0.718 5.406 -4.301
O 11.271 -6.338 3.072
C 11.311 -6.438 1.860
C 10.334 -7.142 1.057
C 10.488 -7.196 -0.272
O 9.637 -7.831 -1.064
C 11.649 -6.544 -0.977
O 11.701 -6.666 -2.186
C 12.619 -5.820 -0.178
C 12.466 -5.767 1.153
O 13.298 -5.132 1.964
H 9.501 -7.621 1.556
H 9.970 -7.732 -1.977
H 13.444 -5.344 -0.689
H 12.948 -5.261 2.868
O -1.214 9.136 -3.830
C -0.038 9.399 -4.008
C 0.975 8.422 -4.348
C 2.242 8.826 -4.505
O 3.241 8.011 -4.815
C 2.655 10.268 -4.339
O 3.835 10.524 -4.489
C 1.637 11.248 -4.017
C 0.368 10.845 -3.861
O -0.634 11.660 -3.567
H 0.669 7.391 -4.464
H 4.042 8.569 -4.860
H 1.938 12.281 -3.912
H -1.432 11.099 -3.510
O -14.215 10.387 1.485
C -13.540 9.375 1.553
C -12.107 9.330 1.365
C -11.465 8.153 1.446
O -10.159 8.030 1.280
C -12.198 6.863 1.741
O -11.537 5.846 1.802
C -13.635 6.915 1.946
C -14.269 8.091 1.860
O -15.574 8.241 2.033
H -11.593 10.258 1.157
H -9.946 7.077 1.342
H -14.149 5.990 2.168
H -15.754 9.194 1.910
*
```

Calculated values
SMILES ... CC(=O)OCCCCN(CB(O)O)C(=O)OCCOC(C)=O.O=C1C=C(O)C(=O)C=C1O.O=C1C=C(O)C(=O)C=C1O.O=C1C=C(O)C(=O)C=C1O.O=C1C=C(O)C(=O)C=C1O.O=C1C=C(O)C(=O)C=C1O.O=C1C=C(O)C(=O)C=C1O.O=C1C=C(O)C(=O)C=C1O
Electronic energy ... -132685.0123 eV
E_LUMO ... -1.8 eV
Frontier orbital gap ... 7.509 eV

Results of the Mulliken charge analysis, in e, for atoms 1 through 6: -0.3692, 0.7585, -0.6012, -0.2404, -0.7852, 0.0456

***

Entry 4:
Computed, not measured: 2 unconnected molecules or ions with the total composition C54H50N3O2 at a distorted geometry, with ωB97M-V/def2-TZVPD.

```
! RIJCOSX wB97M-V def2-TZVPD def2/J DEFGRID3
* xyz 1 1
C -3.907 -2.075 5.675
C -2.648 -1.407 5.247
C -2.568 -0.806 3.996
C -1.454 -0.051 3.631
C -1.417 0.761 2.379
C -0.373 -0.018 4.491
N 0.863 0.461 3.969
C 1.315 1.762 4.009
C 0.376 2.915 4.141
C 0.529 4.067 3.328
C -0.250 5.202 3.544
C -1.253 5.203 4.515
C -1.544 4.009 5.193
C -0.700 2.897 5.061
N 2.611 1.785 3.854
N 2.993 0.483 3.511
C 4.430 0.301 3.542
C 5.184 0.624 4.710
C 4.536 1.152 5.947
C 6.567 0.386 4.747
C 7.244 -0.130 3.633
C 8.694 -0.554 3.679
C 6.495 -0.333 2.472
C 5.133 -0.068 2.381
C 4.499 -0.278 1.057
C 1.911 -0.375 3.627
C 1.415 -1.447 2.654
O 1.395 -1.057 1.424
C 0.789 -2.726 3.050
C 1.050 -3.436 4.308
C -0.005 -3.463 2.057
C 0.145 -3.303 0.670
C -0.177 -4.286 -0.260
C -1.086 -5.268 0.099
C -1.541 -5.326 1.440
C -1.003 -4.464 2.398
C -0.402 -0.608 5.752
C 0.738 -0.477 6.727
C -1.578 -1.257 6.132
H -3.806 -2.516 6.662
H -4.740 -1.363 5.735
H -4.212 -2.853 4.976
H -3.378 -0.865 3.270
H -0.714 0.377 1.616
H -2.417 0.795 1.910
H -1.128 1.817 2.558
H 1.281 4.042 2.539
H -0.082 6.102 2.955
H -1.813 6.113 4.746
H -2.426 3.978 5.831
H -0.860 2.027 5.699
H 5.258 1.319 6.761
H 4.022 2.095 5.790
H 3.825 0.422 6.332
H 7.112 0.520 5.691
H 8.878 -1.454 3.070
H 9.384 0.208 3.287
H 8.952 -0.754 4.728
H 7.020 -0.721 1.594
H 5.249 -0.168 0.259
H 4.131 -1.312 1.003
H 3.686 0.416 0.862
H 1.373 -4.466 4.110
H 1.834 -3.005 4.924
H 0.181 -3.530 4.961
H 0.637 -2.412 0.310
H 0.259 -4.258 -1.266
H -1.483 -5.956 -0.653
H -2.341 -6.027 1.712
H -1.392 -4.480 3.425
H 0.521 -1.036 7.645
H 1.684 -0.882 6.333
H 0.911 0.578 7.011
H -1.638 -1.696 7.130
C 3.802 -0.232 -5.452
C 2.633 -0.563 -6.154
C 1.478 0.207 -5.978
C 1.474 1.220 -5.014
O 0.246 1.783 -4.623
C -0.278 1.363 -3.420
C 0.487 1.218 -2.257
C -0.023 0.433 -1.235
C -1.224 -0.320 -1.423
C -1.628 -1.349 -0.536
C -2.613 -2.331 -0.950
C -3.670 -2.618 -0.051
C -4.749 -3.398 -0.436
C -4.709 -4.093 -1.657
C -3.641 -3.894 -2.545
C -2.608 -3.018 -2.198
C -2.005 -0.044 -2.583
C -1.592 0.857 -3.530
C 2.646 1.621 -4.379
C 3.807 0.865 -4.581
H 4.712 -0.844 -5.563
H 2.631 -1.411 -6.841
H 0.553 -0.005 -6.517
H 1.473 1.681 -2.202
H 0.579 0.298 -0.336
H -1.396 -1.226 0.532
H -3.668 -2.136 0.925
H -5.622 -3.501 0.220
H -5.515 -4.789 -1.908
H -3.638 -4.493 -3.464
H -1.763 -2.897 -2.873
H -2.936 -0.595 -2.734
H -2.191 1.086 -4.419
H 2.597 2.497 -3.726
H 4.722 1.183 -4.083
*
```

Calculated values
Electronic energy ... -65365.2092 eV
E_LUMO ... -4.6 eV
Frontier orbital gap ... 3.959 eV

Results of the Mulliken charge analysis, in e, for atoms 1 through 6: -1.7785, 0.6257, -1.2371, 1.7563, -0.8883, -0.3183